Arrangement 1

Molecular formula: CH6N2S
Method: DFT, ωB97M-V/def2-TZVPD

Structure (XYZ):
```
10
Properties=species:S:1:pos:R:3:mulliken_charge:R:1
C 1.65 0.16 0.23 -0.68
N -2.63 -0.71 -0.17 -0.57
N 0.44 0.33 -0.51 -0.26
S -0.75 1.34 0.09 -0.03
H 2.40 0.87 -0.14 0.28
H 1.54 0.24 1.30 0.28
H 2.05 -0.77 -0.03 0.30
H -3.10 -0.44 0.72 0.20
H -1.84 -1.38 0.00 0.22
H 0.25 0.35 -1.49 0.26
```

Computed properties:
Lowest unoccupied orbital energy (spin up / spin down): -0.0595 / -0.0595 Eh
HOMO-LUMO gap (spin up / spin down): 6.48 / 6.48 eV

=====

Arrangement 2

Molecular formula: CH6N2S
Method: DFT, ωB97M-V/def2-TZVPD

Structure (XYZ):
```
10
Properties=species:S:1:pos:R:3:mulliken_charge:R:1
C 2.04 0.08 -0.91 -0.66
N -3.04 -0.91 1.18 -0.46
N -1.65 1.09 1.03 -0.45
S -1.61 -0.42 0.81 0.39
H 2.29 -0.66 -1.64 0.28
H 2.77 0.10 -0.19 0.28
H 1.07 -0.02 -0.48 -0.13
H -3.13 -1.83 0.92 0.24
H 2.03 1.06 -1.46 0.25
H -0.77 1.51 0.75 0.27
```

Computed properties:
Lowest unoccupied orbital energy: -0.0134 Eh
HOMO-LUMO gap: 9.53 eV

=====

Arrangement 3

Molecular formula: CH6N2S
Method: DFT, ωB97M-V/def2-TZVPD

Structure (XYZ):
```
10
Properties=species:S:1:pos:R:3:mulliken_charge:R:1
C -1.20 -0.69 0.40 -0.62
N 2.53 0.62 0.04 -0.41
N -0.31 -0.36 -0.67 -0.56
S 1.75 -0.81 0.06 0.01
H -1.25 -1.75 0.66 0.27
H -0.91 -0.13 1.29 0.25
H -2.20 -0.36 0.11 0.29
H 2.32 1.30 0.77 0.25
H 2.73 1.04 -0.86 0.26
H -0.35 -1.05 -1.41 0.26
```

Computed properties:
Lowest unoccupied orbital energy: 0.0178 Eh
HOMO-LUMO gap: 9.18 eV

=====

Arrangement 4

Molecular formula: CH6N2S
Method: DFT, ωB97M-V/def2-TZVPD

Structure (XYZ):
```
10
Properties=species:S:1:pos:R:3:mulliken_charge:R:1
C 1.13 0.14 -0.31 -0.60
N -0.13 0.51 0.35 -0.14
N -1.19 0.48 -0.68 -0.45
S -0.35 -0.31 1.85 -0.14
H 1.88 -0.02 0.52 0.27
H 1.05 -0.95 -0.82 0.25
H 1.44 1.04 -1.06 0.22
H -1.39 -0.51 -1.00 0.25
H -1.85 1.14 -0.29 0.24
H -0.60 -1.53 1.45 0.10
```

Computed properties:
Lowest unoccupied orbital energy: 0.0349 Eh
SMILES string: CN(N)S
HOMO-LUMO gap: 9.96 eV

=====

Least stable structure: arrangement 1

=====

Arrangement 1

Molecular formula: C5H9N2O
Method: DFT, ωB97M-V/def2-TZVPD

Structure (XYZ):
```
17
Properties=species:S:1:pos:R:3:mulliken_charge:R:1
C -2.40 0.27 -0.30 -1.32
C -1.22 0.93 0.40 0.34
N -0.04 0.33 0.24 0.15
C 0.01 -0.98 -0.46 -1.17
C 1.26 0.68 0.66 -0.55
N 2.28 -0.37 0.74 -0.37
C 2.57 0.24 -0.34 0.72
O 3.03 0.62 -1.31 -0.36
H -2.76 -0.47 0.40 0.38
H -2.12 -0.35 -1.17 0.35
H -3.16 0.97 -0.60 0.38
H -1.37 1.78 1.02 0.45
H -0.07 -0.86 -1.56 0.41
H 0.89 -1.55 -0.13 0.28
H -0.86 -1.61 -0.16 0.49
H 1.27 1.50 1.27 0.56
H 2.70 -1.13 1.30 0.27
```

Computed properties:
Charge: +1
Lowest unoccupied orbital energy (spin up / spin down): -0.1691 / -0.1691 Eh
SMILES string: C/C=[N+](\C)[C@H]1NC1=O
HOMO-LUMO gap (spin up / spin down): 8.78 / 8.78 eV

=====

Arrangement 2

Molecular formula: C5H9N2O
Method: DFT, ωB97M-V/def2-TZVPD

Structure (XYZ):
```
17
Properties=species:S:1:pos:R:3:mulliken_charge:R:1
N 0.88 1.78 -0.47 -0.24
C 1.07 0.56 -0.01 0.42
C 1.18 -0.39 1.00 -0.50
C 0.88 -0.87 -0.41 -0.22
C -0.56 -1.12 -0.91 -0.57
N -1.47 -1.15 0.21 -0.46
C -2.01 -0.09 0.63 0.07
O -1.99 1.11 -0.02 -0.46
H 0.36 1.89 -1.32 0.27
H 1.25 2.60 -0.03 0.27
H 0.24 -0.55 1.65 0.24
H 2.20 -0.77 1.45 0.31
H 1.68 -1.40 -0.98 0.41
H -0.71 -0.32 -1.66 0.25
H -0.79 -1.95 -1.53 0.49
H -2.58 -0.20 1.62 0.37
H -2.61 1.83 0.18 0.35
```

Computed properties:
Charge: +1
Lowest unoccupied orbital energy: -0.1880 Eh
SMILES string: [NH2+]=C1C[C@H]1C/N=C\O
HOMO-LUMO gap: 8.75 eV

=====

Least stable structure: arrangement 1

=====

Arrangement 1

Molecular formula: C5H9N2O
Method: DFT, ωB97M-V/def2-TZVPD

Structure (XYZ):
```
17
Properties=species:S:1:pos:R:3:mulliken_charge:R:1
C 2.57 -0.07 0.06 0.36
C -0.97 -1.14 0.24 0.62
C 3.96 0.12 -0.09 -1.00
C -2.86 0.29 -0.44 -1.62
C -1.40 0.12 -0.40 0.25
N 1.46 -0.34 0.03 -0.36
N -0.99 0.04 1.04 -0.17
O -0.62 -2.22 0.26 -0.32
H 4.36 -0.14 0.81 0.33
H 4.14 1.12 -0.35 0.32
H 4.28 -0.60 -0.83 0.30
H -3.21 1.25 -0.18 0.42
H -3.16 0.02 -1.38 0.45
H -3.38 -0.44 0.16 0.39
H -0.75 0.68 -1.06 0.46
H -1.72 0.18 1.65 0.22
H 0.06 0.31 1.26 0.34
```

Computed properties:
Charge: +1
Lowest unoccupied orbital energy: -0.1345 Eh
HOMO-LUMO gap: 11.51 eV

=====

Arrangement 2

Molecular formula: C5H9N2O
Method: DFT, ωB97M-V/def2-TZVPD

Structure (XYZ):
```
17
Properties=species:S:1:pos:R:3:mulliken_charge:R:1
C -3.76 1.64 -0.27 -0.11
C 1.73 -0.79 -0.34 -0.70
C 1.74 -1.51 0.80 0.11
C 0.55 -0.12 -0.69 0.40
C 2.92 -2.35 1.13 -1.27
N -1.76 2.54 -0.97 -0.44
N -0.46 0.44 -0.67 -0.21
O -3.05 2.56 -0.72 -0.05
H -3.28 0.69 -0.17 0.30
H -4.74 2.03 -0.12 0.29
H 2.56 -0.99 -1.00 0.35
H 0.97 -1.35 1.56 0.34
H 3.81 -1.91 0.90 0.42
H 2.73 -3.26 0.66 0.35
H 2.86 -2.60 2.20 0.36
H -1.18 1.52 -0.83 0.62
H -1.66 3.45 -1.46 0.24
```

Computed properties:
Charge: +1
Lowest unoccupied orbital energy: -0.1701 Eh
HOMO-LUMO gap: 9.27 eV

=====

Arrangement 3

Molecular formula: C5H9N2O
Method: DFT, ωB97M-V/def2-TZVPD

Structure (XYZ):
```
17
Properties=species:S:1:pos:R:3:mulliken_charge:R:1
C -1.39 -0.15 -2.04 0.55
C 0.83 -0.41 0.60 -0.38
C 1.40 1.34 2.87 -0.81
C -0.31 -1.96 -1.17 -0.21
C 0.21 -0.69 -0.52 0.17
N -0.53 0.34 -1.17 -0.13
N -2.23 0.44 -2.89 -0.35
O -1.37 -1.52 -2.09 -0.36
H 1.60 -1.10 1.13 0.25
H 0.43 1.43 3.37 0.30
H 1.82 2.30 2.64 0.30
H 2.05 0.50 3.15 0.32
H 0.38 -2.44 -1.77 0.29
H -0.94 -2.68 -0.46 0.28
H -0.54 1.41 -0.99 0.30
H -2.31 1.47 -3.06 0.23
H -2.84 -0.03 -3.48 0.25
```

Computed properties:
Charge: +1
Lowest unoccupied orbital energy (spin up / spin down): -0.1722 / -0.1177 Eh
HOMO-LUMO gap (spin up / spin down): 7.54 / 10.34 eV

=====

Least stable structure: arrangement 2

=====

Arrangement 1

Molecular formula: C7H11N2
Method: DFT, ωB97M-V/def2-TZVPD

Structure (XYZ):
```
20
Properties=species:S:1:pos:R:3:mulliken_charge:R:1
C 1.82 1.81 -0.70 -0.85
C 1.79 0.66 -0.13 -0.50
C 0.60 -0.08 0.53 0.73
C 0.94 -1.60 0.63 -1.46
N -0.80 0.05 0.15 0.30
C -1.36 0.39 -1.01 -0.10
C -2.74 0.40 -0.80 -0.86
C -2.94 0.10 0.54 0.07
N -1.77 -0.14 1.04 -0.13
H 2.74 2.05 -1.22 0.31
H 0.84 2.31 -0.80 0.31
H 2.67 0.03 -0.01 0.33
H 0.70 0.10 1.55 0.19
H 1.58 -1.71 1.48 0.43
H 1.45 -1.94 -0.27 0.37
H 0.12 -2.29 0.79 0.42
H -0.58 0.75 -1.69 0.47
H -3.56 0.60 -1.49 0.39
H -3.83 -0.10 1.08 0.46
H -1.48 -0.34 1.94 0.12
```

Computed properties:
Charge: +1
Lowest unoccupied orbital energy: -0.1260 Eh
SMILES string: C=C[C@H](C)[n+]1ccc[nH]1
HOMO-LUMO gap: 10.71 eV

=====

Arrangement 2

Molecular formula: C7H11N2
Method: DFT, ωB97M-V/def2-TZVPD

Structure (XYZ):
```
20
Properties=species:S:1:pos:R:3:mulliken_charge:R:1
C -0.53 -1.31 -1.79 -0.17
N -0.11 -1.20 -0.58 -0.44
C 0.34 0.08 -0.38 0.23
C -0.30 0.50 0.99 -0.79
N 0.20 -0.31 2.00 0.23
C 0.20 -1.40 2.67 0.22
C 1.37 -0.55 2.85 -0.54
C -0.15 1.00 -1.50 -0.73
C -0.22 -0.04 -2.64 -0.78
H -0.87 -2.20 -2.27 0.42
H 1.43 0.04 -0.24 0.34
H 0.02 1.47 1.17 0.28
H -1.40 0.50 0.79 0.37
H -0.51 -2.20 3.04 0.35
H 1.53 -0.02 3.83 0.26
H 2.37 -0.70 2.36 0.25
H 0.47 1.87 -1.57 0.41
H -1.21 1.27 -1.28 0.30
H -0.92 0.21 -3.29 0.48
H 0.70 -0.15 -3.20 0.30
```

Computed properties:
Charge: +1
Lowest unoccupied orbital energy: -0.1773 Eh
SMILES string: C1=N[C@H](C[N+]2=CC2)CC1
HOMO-LUMO gap: 9.12 eV

=====

Arrangement 3

Molecular formula: C7H11N2
Method: DFT, ωB97M-V/def2-TZVPD

Structure (XYZ):
```
20
Properties=species:S:1:pos:R:3:mulliken_charge:R:1
C -1.64 -1.16 -0.09 -0.54
C 2.03 -0.16 -0.31 -0.81
C 1.00 -1.30 -0.28 -0.81
C 1.22 1.16 -0.48 -0.66
C -2.50 1.00 -0.32 -0.23
C -0.27 -0.62 0.17 0.90
C -0.12 0.85 0.09 -0.34
N -2.54 -0.31 -0.31 -0.28
N -0.10 0.18 1.41 -0.08
H -1.83 -2.21 -0.18 0.47
H 2.61 -0.12 0.61 0.33
H 2.74 -0.29 -1.13 0.40
H 0.84 -1.72 -1.27 0.38
H 1.30 -2.12 0.38 0.36
H 1.71 2.00 0.00 0.35
H 1.08 1.40 -1.53 0.31
H -2.83 1.55 0.56 0.29
H -2.61 1.50 -1.27 0.31
H -0.89 0.30 2.05 0.33
H 0.79 0.08 1.90 0.30
```

Computed properties:
Charge: +1
Lowest unoccupied orbital energy: -0.1461 Eh
HOMO-LUMO gap: 9.01 eV

=====

Least stable structure: arrangement 2

=====

Arrangement 1

Molecular formula: C3H7NOS2
Method: DFT, ωB97M-V/def2-TZVPD

Structure (XYZ):
```
14
Properties=species:S:1:pos:R:3:mulliken_charge:R:1
N 0.48 0.73 1.24 -0.64
C -0.10 0.83 -0.08 0.37
C 0.95 1.22 -1.14 -0.11
O 0.71 1.87 -2.11 -0.46
C -0.88 -0.42 -0.57 -0.91
S -1.79 -1.28 0.72 -0.05
S -0.30 -2.39 1.60 -0.24
H 1.13 -0.04 1.29 0.21
H 0.95 1.58 1.52 0.26
H -0.79 1.68 -0.13 0.29
H 1.95 0.85 -0.85 0.33
H -1.62 -0.05 -1.28 0.35
H -0.21 -1.04 -1.15 0.42
H -0.50 -3.54 0.94 0.17
```

Computed properties:
Lowest unoccupied orbital energy: 0.0153 Eh
SMILES string: N[C@@H](C=O)CSS
HOMO-LUMO gap: 9.69 eV

=====

Arrangement 2

Molecular formula: C3H7NOS2
Method: DFT, ωB97M-V/def2-TZVPD

Structure (XYZ):
```
14
Properties=species:S:1:pos:R:3:mulliken_charge:R:1
N -1.96 -0.02 -0.97 -0.61
C -0.93 -1.05 -0.46 0.17
C -1.57 -2.25 0.23 -0.07
O -2.73 -2.30 0.49 -0.48
C 0.21 -0.51 0.43 -0.63
S 1.04 0.85 -0.52 -0.05
S 2.17 1.98 0.65 -0.20
H -2.85 -0.47 -0.74 0.28
H -1.97 0.68 -0.37 0.24
H -0.53 -1.50 -1.37 0.21
H -0.87 -3.12 0.34 0.32
H 0.98 -1.32 0.84 0.31
H -0.22 0.35 1.11 0.34
H 3.27 1.58 -0.13 0.17
```

Computed properties:
Lowest unoccupied orbital energy: 0.0205 Eh
SMILES string: N[C@H](C=O)CSS
HOMO-LUMO gap: 9.34 eV

=====

Least stable structure: arrangement 2

=====

Arrangement 1

Molecular formula: C3H7NOS2
Method: DFT, ωB97M-V/def2-TZVPD

Structure (XYZ):
```
14
Properties=species:S:1:pos:R:3:mulliken_charge:R:1
S 2.71 -0.76 -0.19 -0.25
C 1.28 0.20 0.42 -0.21
C 0.42 0.58 -0.78 -1.02
O -0.69 1.42 -0.44 -0.37
C -1.80 0.89 0.12 0.19
N -2.25 -0.28 0.29 -0.38
S -1.55 -1.73 -0.36 -0.13
H 3.12 -1.28 1.01 0.14
H 0.69 -0.34 1.19 0.33
H 1.65 1.15 0.86 0.32
H 1.04 1.18 -1.49 0.39
H 0.15 -0.23 -1.41 0.49
H -2.45 1.73 0.49 0.35
H -2.32 -2.54 0.28 0.15
```

Computed properties:
Lowest unoccupied orbital energy: 0.0262 Eh
SMILES string: SCCO/C=N\S
HOMO-LUMO gap: 9.60 eV

=====

Arrangement 2

Molecular formula: C3H7NOS2
Method: DFT, ωB97M-V/def2-TZVPD

Structure (XYZ):
```
14
Properties=species:S:1:pos:R:3:mulliken_charge:R:1
N -0.97 -0.94 0.54 -0.59
C 0.06 -0.04 0.94 0.35
C 1.33 -0.91 1.19 -0.04
O 2.29 -0.87 0.48 -0.46
C 0.44 1.05 -0.09 -0.92
S -0.96 1.72 -1.03 -0.03
S -1.28 0.44 -2.66 -0.20
H -0.94 -1.45 -0.33 0.21
H -1.05 -1.71 1.19 0.26
H -0.15 0.53 1.85 0.27
H 1.18 -1.71 1.94 0.34
H 0.94 1.95 0.24 0.36
H 0.91 0.46 -0.89 0.31
H -1.81 1.48 -3.36 0.16
```

Computed properties:
Lowest unoccupied orbital energy: 0.0166 Eh
SMILES string: N[C@@H](C=O)CSS
HOMO-LUMO gap: 8.64 eV

=====

Least stable structure: arrangement 1